Density functional theory data (ωB97M-V with the def2-TZVPD basis set) for a 8-piece molecular cluster, C61H81Br2FN6O2P overall.

The geometry in XYZ format:
```
154
C61H81Br2FN6O2P (ωB97M-V with the def2-TZVPD basis set)
C -7.154 3.095 7.092
C -0.063 9.446 2.534
C 2.307 -5.546 -0.944
C 2.677 -4.146 -1.413
H 2.716 -5.812 1.156
H -1.191 3.724 0.080
C -1.141 8.585 2.688
H -1.283 -2.308 2.469
H -2.059 8.942 3.136
H 0.824 -6.890 1.852
C -4.906 -6.317 -3.528
C 1.153 -8.014 -3.178
H -6.030 0.876 4.797
H -2.189 -1.672 -1.021
H 2.011 8.465 -2.984
H 0.428 -0.987 -4.136
H 1.751 1.873 -3.861
H -2.445 -1.243 3.201
H -6.663 -3.577 -1.457
H -9.175 3.222 7.797
H -2.193 -0.275 -2.768
H 5.912 7.115 -1.852
C -6.857 -5.498 -2.388
H -1.957 -0.937 -5.721
H 0.522 2.870 -1.985
H -4.416 -7.085 -4.113
F 3.613 -0.709 -2.985
C -3.940 4.114 2.020
H 6.327 6.076 0.931
C 4.023 7.907 -2.492
H 1.938 -7.307 -3.418
H 0.755 -7.354 0.147
H 1.953 9.662 1.833
H 6.622 3.622 0.911
C 1.823 0.671 -2.297
C 1.113 8.990 1.956
C -3.388 -2.631 0.902
C 2.891 5.767 -1.143
H -4.740 4.817 2.213
H -4.063 -2.816 1.733
H 0.142 -3.991 -2.549
C -1.079 -8.470 -2.398
H 3.180 -4.126 -2.376
C -4.216 -5.166 -3.174
H -3.013 5.338 0.520
H -2.063 0.009 -0.552
O 0.277 -3.837 -1.601
C -1.041 7.266 2.267
C 3.019 -1.332 0.431
C 9.367 5.884 2.403
H 10.135 6.518 2.826
C -2.972 4.405 1.068
C -0.332 -1.178 -0.112
H 0.084 -0.380 0.504
C -2.617 -1.328 1.068
O 2.133 1.018 -3.651
H -6.804 3.908 7.715
H -0.619 -4.923 0.849
C -2.852 2.020 2.485
H 2.447 4.934 -0.609
C 5.409 -2.325 -0.108
C -8.053 1.009 5.495
C 8.548 3.692 1.853
H -7.887 -5.627 -2.082
N 1.393 2.147 0.181
H -0.137 -2.113 0.415
H 1.000 6.560 -1.778
H -1.644 -10.536 -2.342
H -2.280 0.688 -5.042
H 0.217 5.777 1.374
N 2.747 -1.363 -1.028
H 1.438 1.195 0.515
H 8.086 7.523 1.882
H -0.140 10.474 2.865
H -2.800 1.096 3.047
H 2.128 7.313 1.084
C -6.271 2.438 6.248
H -1.078 1.614 1.338
N 4.678 -1.857 2.118
H -0.270 0.656 -1.711
H 5.305 -3.396 -0.279
C 1.860 -5.562 0.533
H -8.403 0.196 4.874
C 2.076 6.680 -1.800
H -1.071 -6.141 -0.158
C -4.847 -4.180 -2.426
C -0.860 -9.828 -2.576
C 0.409 -0.029 -2.221
H -1.064 -0.525 2.397
C -2.360 -0.386 -4.879
C 7.228 5.635 1.338
C -1.834 -1.009 -0.233
H 2.320 -9.725 -3.734
C 3.046 -0.205 -1.845
C -6.168 -4.346 -2.036
H -0.209 0.673 -4.159
C 2.644 7.751 -2.475
H 4.465 8.742 -3.019
C 0.363 -10.279 -3.053
N 0.341 -1.268 -1.432
H 1.558 -4.557 0.846
C 0.136 6.809 1.693
H 4.906 5.204 -0.656
C 9.534 4.506 2.392
C 1.369 -9.373 -3.357
C 7.395 4.257 1.327
C 1.518 -1.959 -1.338
C -3.879 2.922 2.729
C 8.215 6.449 1.875
C 1.212 7.672 1.535
N -0.636 -5.923 0.725
H 2.713 3.062 -1.763
C -6.226 -6.484 -3.133
H -9.976 1.372 6.371
H -5.231 2.739 6.213
C 4.836 6.992 -1.838
C -6.720 1.393 5.452
H 0.532 -11.338 -3.190
H 2.842 -0.349 0.858
H 3.907 -1.500 2.690
Br 4.432 0.877 -1.009
C -1.638 -0.746 -3.575
C -1.950 3.500 0.820
C -0.188 -0.261 -3.612
H -4.310 -3.283 -2.148
H -4.631 2.701 3.476
H -2.033 -8.117 -2.028
H -6.764 -7.381 -3.408
C -1.777 -1.343 2.348
C -1.889 2.308 1.527
H 5.315 -1.847 -1.077
C -8.486 2.710 7.137
N 1.503 -3.245 -1.472
P 1.637 2.260 -1.364
Br -1.728 -2.676 -3.389
H -3.186 -5.042 -3.487
H 10.433 4.067 2.803
H 2.299 -2.002 0.904
H -0.243 -6.503 -2.557
H 6.401 -2.169 0.298
C 0.693 -6.518 0.839
C 4.270 5.920 -1.163
H -3.420 -0.599 -4.771
H 3.242 -6.096 -1.010
H -1.877 6.591 2.393
C -0.070 -7.566 -2.697
H 8.680 2.618 1.843
H -2.716 -3.480 0.770
H 1.556 -6.002 -1.579
H -4.002 -2.574 0.003
H -3.356 -0.536 1.181
C -8.936 1.669 6.337
C 4.392 -1.840 0.885
H 3.338 -3.732 -0.661
```

Output
net charge: +1
orbital gap: 0.25492 hartree
highest occupied orbital energy: -10.57 eV
electronic energy: -8440.85586 a.u.